Entry 1:
C28H42BaNO2Si | ωB97M-V/def2-TZVPD

Results
**Relative energy (zero: lowest compared OMol25 entry of this formula, charge and spin)**: 189.48 kJ/mol
**Charge**: -1
**Gap between HOMO and LUMO**: 1.833 eV
**Electronic energy**: -1612.14425 Eh
**LUMO level**: 0.046 eV
**E_HOMO**: -1.79 eV

CARTESIAN COORDINATES (ANGSTROEM)
O -3.16863 -1.86625 0.92086
C -4.56019 -2.26667 1.03735
C -4.19080 -3.53265 1.82693
H -4.99079 -2.44513 0.04324
H -5.13516 -1.52100 1.59000
C -2.74399 -3.14316 1.47683
H -4.53604 -4.48653 1.42587
H -4.41448 -3.45016 2.89572
C -2.12585 -4.09336 0.46569
H -2.75170 -4.24130 -0.42471
H -1.95692 -5.07285 0.94416
H -1.16119 -3.70334 0.11498
C -1.79270 -2.84281 2.60514
H -2.22351 -2.07070 3.25500
H -0.89686 -2.41427 2.14446
H -1.50060 -3.75164 3.14815
Ba -1.27911 -1.52175 -3.18200
C 0.11230 1.96600 0.11333
C -0.39357 2.21349 -1.19542
C -1.58644 1.46320 -1.35706
H 0.08589 2.84443 -1.93783
C -1.83265 0.76228 -0.13914
C -0.77496 1.07601 0.76333
H -0.69319 0.72612 1.79154
H 1.03074 2.35916 0.52568
H -2.27054 1.53431 -2.20351
H -2.73606 0.22612 0.10892
C 2.19463 -0.17516 -0.83217
C 1.90677 -0.94842 0.31380
C 1.43081 -2.21446 -0.12656
H 2.05007 -0.63558 1.35048
C 1.45611 -2.21891 -1.54578
C 1.91344 -0.93767 -1.98596
H 2.05215 -0.62430 -3.02734
H 2.56450 0.86046 -0.81857
H 1.20005 -3.08361 0.51026
H 1.34932 -3.09599 -2.21647
O -3.15417 -3.01780 -3.09488
C -4.02787 -4.15911 -2.62556
C -5.03675 -4.44161 -3.73358
H -4.50490 -3.85269 -1.68961
H -3.38272 -5.02353 -2.44841
C -4.85198 -3.32990 -4.78774
H -6.06733 -4.45637 -3.35697
H -4.87603 -5.42870 -4.18762
C -3.64857 -2.46845 -4.36216
H -5.74025 -2.68701 -4.82433
H -4.71809 -3.76086 -5.79374
H -3.97587 -1.42215 -4.19949
H -2.84747 -2.54028 -5.12588
C 4.65472 0.92464 2.81826
Si 4.89142 2.76479 2.58645
C 5.04108 3.62839 4.23327
C 6.43884 3.09770 1.56908
N 3.52135 3.38860 1.77235
C 2.92772 4.31890 1.07679
C 1.80427 5.04250 1.63995
C 1.15606 6.03504 0.93479
C 1.57188 6.35539 -0.36801
C 2.63199 5.65712 -0.96637
C 3.28934 4.64432 -0.27826
H 5.57340 0.45732 3.21572
H 4.39533 0.42549 1.87002
H 3.83748 0.71491 3.52844
H 6.04690 3.52818 4.65618
H 4.81878 4.69573 4.12823
H 4.32956 3.22254 4.96019
H 6.62729 2.28969 0.85452
H 6.31634 4.01841 0.98888
H 7.32511 3.19985 2.20728
H 1.49160 4.76448 2.64900
H 0.33052 6.57568 1.38624
H 1.08727 7.16570 -0.91721
H 2.97291 5.91607 -1.97889
H 4.12003 4.08312 -0.71611

Atomic partial charges in e from the Mulliken method, atoms 1 to 5: atom 1 (O): -0.234, atom 2 (C): -0.433, atom 3 (C): -0.909, atom 4 (H): 0.102, atom 5 (H): 0.290



Entry 2:
C28H42BeF6O14 | ωB97M-V/def2-TZVPD

Results
**Charge**: 0
**Gap between HOMO and LUMO**: 7.179 eV
**Electronic energy**: -2759.28698 Eh
**LUMO level**: -0.203 eV
**E_HOMO**: -7.38 eV

CARTESIAN COORDINATES (ANGSTROEM)
Be 17.06214 10.08989 26.15103
C 19.56322 8.11219 27.13104
O 19.04149 8.24196 25.78125
O 18.88400 9.21331 27.74385
C 19.31989 6.62840 27.65274
F 20.13670 5.77101 27.06104
F 19.62358 6.44512 28.96069
F 18.05253 6.17998 27.47265
C 19.83088 7.56726 24.76653
C 19.54094 8.24661 23.45761
H 20.01729 7.76091 22.60598
H 18.46267 8.20758 23.30300
H 19.81257 9.29542 23.57729
H 19.47007 6.54103 24.69744
H 20.91297 7.50231 24.88037
H 20.62898 8.33890 27.10152
C 16.38326 13.54711 27.34875
O 16.20546 12.75095 28.52736
O 16.33977 12.60211 26.29362
C 15.32075 14.74478 27.39593
F 15.26927 15.45274 28.51058
F 15.49736 15.55198 26.37748
F 14.09340 14.29276 27.31505
C 17.23624 12.52746 29.41358
C 16.60001 11.99108 30.64267
H 17.32114 11.68699 31.40136
H 16.00476 12.80748 31.05163
H 15.87365 11.18322 30.55398
H 17.82190 13.40876 29.67512
H 17.96409 11.78857 29.07834
H 17.34990 14.04052 27.44994
O 16.07686 7.49326 25.34266
C 16.10966 6.69412 24.42114
O 16.56532 5.47479 24.56387
C 16.63693 4.70146 23.35210
C 16.04862 5.59643 22.30985
C 15.89664 6.97402 22.93365
H 15.98900 3.82664 23.40663
H 17.67826 4.42513 23.18663
H 15.06324 5.20619 22.05525
H 16.71484 5.62619 21.44766
H 14.98522 7.53347 22.72289
H 16.73137 7.63465 22.69934
O 15.62889 8.93737 27.98426
C 15.28352 7.94366 28.70222
O 15.39902 8.04007 30.05097
C 14.94571 6.83768 30.62966
C 14.14485 6.13252 29.56120
C 14.70254 6.60569 28.24878
H 14.25851 7.05600 31.44709
H 15.76665 6.15466 30.84796
H 13.10754 6.46724 29.56635
H 14.27848 5.05922 29.69639
H 13.98561 6.79213 27.44919
H 15.50953 5.95616 27.90971
O 17.02265 10.02806 23.53203
C 16.76409 10.84458 22.62919
O 17.24816 10.66854 21.35514
C 16.86685 11.76236 20.50182
C 15.67389 12.42858 21.16938
C 15.93292 12.10332 22.64602
H 16.61260 11.38597 19.51096
H 17.65417 12.46735 20.23494
H 14.76963 11.99889 20.73832
H 15.66885 13.50298 20.98570
H 15.03463 12.00905 23.25619
H 16.54072 12.92767 23.01898
O 14.66285 9.94297 25.21430
C 13.56773 10.00810 25.84586
O 12.58825 9.07677 25.76542
C 11.54401 9.28200 26.77924
C 11.71192 10.77347 27.13395
C 13.24233 11.02573 26.92507
H 11.68695 8.65936 27.66240
H 10.57014 8.97452 26.39830
H 11.43945 11.00450 28.16375
H 11.00539 11.30357 26.49526
H 13.88520 10.83017 27.78332
H 13.59737 11.96235 26.49520
O 19.14436 11.47474 25.48711
C 20.26753 11.84410 25.69463
O 20.55513 13.06686 26.20123
C 22.00262 13.31436 26.29299
C 22.59773 11.88681 26.14072
C 21.53749 11.09827 25.42933
H 22.37099 13.76398 27.21508
H 22.30639 13.81541 25.37388
H 22.83998 11.50039 27.13071
H 23.50053 11.93532 25.53186
H 21.40914 10.06028 25.73623
H 21.70314 11.07783 24.35219

Atomic partial charges in e from the Mulliken method, atoms 1 to 5: atom 1 (Be): 1.042, atom 2 (C): -0.136, atom 3 (O): 0.335, atom 4 (O): -0.748, atom 5 (C): 0.485



Entry 3:
C28H42BrEuN3P2 | ωB97M-V/def2-TZVPD

Results
**Relative energy (zero: lowest compared OMol25 entry of this formula, charge and spin)**: 142.39 kJ/mol
**Charge**: +2
**Gap between HOMO and LUMO (spin up / spin down)**: 4.082 / 4.087 eV
**Multiplicity**: 8
**Electronic energy**: -5222.86377 Eh
**LUMO level (spin up / spin down)**: -7.518 / -7.513 eV
**E_HOMO (spin up / spin down)**: -11.60 / -11.60 eV

CARTESIAN COORDINATES (ANGSTROEM)
C -3.47920 1.00777 -6.11477
C -2.78249 1.54767 -5.02710
C -3.13453 2.82562 -4.56083
C -4.41035 3.30603 -4.89678
N -5.17531 2.66432 -5.78060
C -4.73822 1.56880 -6.40298
C -1.82897 0.75074 -4.24965
C -1.85888 0.24469 -3.10154
C -1.82900 -0.23487 -1.77287
C -1.87127 -1.62730 -1.47639
C -1.24770 -2.07890 -0.34415
C -0.85901 -1.20151 0.68526
C -1.14284 0.17447 0.50768
C -1.61371 0.67232 -0.69824
Eu 0.46055 0.14699 -3.54778
P -0.31545 -1.94618 2.26298
H -2.49734 3.36155 -3.86051
H -3.11489 0.12900 -6.64160
H -4.80752 4.20470 -4.41201
H -5.40156 1.08613 -7.12887
H -1.72113 1.75652 -0.86133
H -2.33046 -2.30297 -2.20063
H -0.92562 0.89084 1.31048
H -1.00789 -3.14542 -0.24733
C 1.44512 -2.26780 2.40746
C 1.94688 -2.25954 3.85978
H 2.00378 -1.56327 1.76751
H 1.60232 -3.25640 1.94996
H 2.96225 -2.67068 3.90593
H 1.99110 -1.23708 4.25945
H 1.31215 -2.85922 4.53134
C -0.95031 -0.82682 3.50491
C -2.43038 -0.46664 3.32378
H -0.30600 0.06722 3.54103
H -0.81700 -1.31585 4.47697
H -2.73502 0.26304 4.08492
H -2.63672 -0.01124 2.34978
H -3.05371 -1.36371 3.42793
C -1.10121 -3.58572 2.35975
C -1.11848 -4.18500 3.76699
H -0.48947 -4.19778 1.67374
H -2.12523 -3.56424 1.94683
H -1.70726 -5.11202 3.76454
H -0.12019 -4.45379 4.12982
H -1.58403 -3.51128 4.49987
Br 1.71646 0.10257 -0.67386
P 2.64709 3.27853 1.11093
C 1.74453 2.23621 2.33899
C 2.12886 2.65741 3.76535
H 2.01813 1.19075 2.11510
H 0.66360 2.38308 2.16387
H 1.48296 2.14696 4.48944
H 3.16919 2.39722 4.00339
H 2.00766 3.74076 3.91115
C 4.02604 2.17454 0.59310
C 5.27176 2.96868 0.19083
H 3.64018 1.56468 -0.24367
H 4.24414 1.52124 1.45749
H 6.05062 2.25836 -0.10761
H 5.07178 3.63272 -0.65546
H 5.65944 3.57697 1.01677
C 1.45025 3.42091 -0.27849
C 0.71761 4.76102 -0.12665
H 0.77571 2.55007 -0.22350
H 2.02929 3.37752 -1.21493
H 0.13800 4.97682 -1.02775
H 0.02956 4.75541 0.72666
H 1.43128 5.57947 0.03069
N 0.28557 -4.39617 -2.96371
C 1.31873 -4.22475 -2.04846
C 1.69655 -2.92049 -2.14541
N 0.88660 -2.28064 -3.08517
C 0.02752 -3.19996 -3.55238
H -0.20901 -5.25906 -3.17636
H 1.71285 -5.01394 -1.43323
H 2.44311 -2.34968 -1.61827
H -0.73183 -3.03043 -4.31161

Atomic partial charges in e from the Mulliken method, atoms 1 to 5: atom 1 (C): -0.398, atom 2 (C): 0.513, atom 3 (C): -0.337, atom 4 (C): -0.379, atom 5 (N): -0.522



Entry 4:
C28H42BrN3P2Ru | ωB97M-V/def2-TZVPD

Results
**Relative energy (zero: lowest compared OMol25 entry of this formula, charge and spin)**: 322.88 kJ/mol
**Charge**: +4
**Gap between HOMO and LUMO (spin up / spin down)**: 6.355 / 4.651 eV
**Multiplicity**: 5
**Electronic energy**: -4606.22829 Eh
**LUMO level (spin up / spin down)**: -12.881 / -14.585 eV
**E_HOMO (spin up / spin down)**: -19.24 / -19.24 eV

CARTESIAN COORDINATES (ANGSTROEM)
C -0.71153 6.88643 -2.64389
C -0.82880 5.48687 -2.69398
C -1.16362 4.93890 -3.96637
C -1.25191 5.77996 -5.09192
N -1.10133 7.10572 -5.01012
C -0.82039 7.65199 -3.82312
C -0.59214 4.68647 -1.49374
C -0.58154 3.72578 -0.73304
C -0.92845 2.43100 -0.27785
C -0.00516 1.37695 -0.78819
C -0.42132 0.01041 -0.37699
C -1.54723 -0.29500 0.47887
C -2.50946 0.75414 0.46922
C -2.18030 2.08658 0.23598
Ru 0.92723 1.38917 0.99917
P 2.05579 -0.52711 1.31787
H -1.34456 3.87231 -4.09186
H -0.52827 7.37955 -1.69576
H -1.44971 5.36261 -6.09471
H -0.66623 8.74407 -3.78292
H -2.84178 2.93557 0.47632
H 0.55825 1.45514 -1.75337
H -3.52274 0.47201 0.72916
H -0.10199 -0.79269 -1.00437
C 1.86486 -1.95833 2.49097
C 2.55072 -3.31611 2.21758
H 0.78319 -2.13168 2.54237
H 2.14663 -1.60758 3.49542
H 2.53631 -3.94067 3.12493
H 2.06089 -3.90962 1.42848
H 3.60299 -3.19710 1.93556
C 2.37812 -1.56930 -0.23203
C 3.16630 -0.76479 -1.26116
H 1.38901 -1.85004 -0.62729
H 2.87727 -2.52664 0.02941
H 2.91180 -1.12511 -2.27175
H 2.94679 0.31829 -1.24232
H 4.24666 -0.90402 -1.07672
C 3.71839 0.14495 1.77368
C 4.86607 -0.87689 1.80794
H 3.57163 0.60027 2.76599
H 3.91902 0.97846 1.07713
H 5.81712 -0.34601 1.96300
H 4.74019 -1.58839 2.63507
H 4.95092 -1.44311 0.86922
Br -1.56467 -1.71494 1.75805
P -2.39158 -3.18275 -1.10133
C -0.60219 -3.47552 -0.89150
C -0.17909 -4.93465 -1.06014
H -0.34576 -3.17806 0.13390
H -0.08678 -2.82454 -1.61129
H 0.91445 -4.96149 -1.07460
H -0.51910 -5.49975 -0.18559
H -0.56511 -5.39917 -1.97351
C -3.55090 -3.38774 0.34290
C -4.93846 -3.95576 -0.00863
H -3.65747 -2.40336 0.83864
H -3.03470 -4.05761 1.05399
H -5.49665 -4.12705 0.92143
H -5.50724 -3.24555 -0.62437
H -4.84269 -4.91304 -0.54583
C -2.71786 -1.60832 -1.95108
C -3.03803 -1.77686 -3.44448
H -1.83222 -0.98045 -1.83258
H -3.53654 -1.11032 -1.41484
H -3.33282 -0.80768 -3.85575
H -2.15967 -2.12857 -3.99492
H -3.86318 -2.47812 -3.59980
N 1.20238 3.10888 4.98977
C 1.64641 1.87858 5.43978
C 1.48838 1.01612 4.40460
N 1.08823 1.74365 3.25600
C 0.81495 2.99417 3.67185
H 1.17866 3.99660 5.48455
H 2.04450 1.80403 6.44333
H 1.59484 -0.05981 4.50222
H 0.30226 3.76569 3.09937

Atomic partial charges in e from the Mulliken method, atoms 1 to 5: atom 1 (C): -0.222, atom 2 (C): 0.444, atom 3 (C): -0.169, atom 4 (C): -0.243, atom 5 (N): -0.345



Entry 5:
C28H42CaN2O27 | ωB97M-V/def2-TZVPD

Results
**Charge**: 0
**Gap between HOMO and LUMO**: 8.998 eV
**Electronic energy**: -3910.76593 Eh
**LUMO level**: -1.305 eV
**E_HOMO**: -10.30 eV

CARTESIAN COORDINATES (ANGSTROEM)
Ca -2.28144 2.65170 0.74932
N -2.82567 3.29707 -2.09786
O -2.93315 3.54322 -3.28523
O -3.75815 3.33561 -1.26779
O -1.73934 2.88375 -1.59125
N 0.44308 1.48974 0.66872
O -0.57250 0.94315 0.19180
O 0.22460 2.60502 1.19539
O 1.56826 0.99884 0.59866
C 3.32979 4.12222 -0.15711
C 3.43098 5.13808 0.96783
C 2.69728 4.70708 2.23225
O 3.67152 4.93411 3.25004
C 4.88560 4.98677 2.71424
O 5.89799 4.93236 3.33684
O 4.80477 5.15451 1.38336
H 3.93780 4.26727 -1.05086
H 2.32459 3.97935 -0.56443
H 3.62621 3.15819 0.26498
H 3.18143 6.14081 0.61577
H 2.38078 3.66359 2.24152
H 1.80908 5.31419 2.40367
C 0.67971 -2.27025 1.91913
C 0.21074 -3.20904 0.84299
C -0.12746 -2.49685 -0.49342
O 0.64098 -3.27406 -1.43593
C 1.50491 -4.10576 -0.80202
O 2.24580 -4.81452 -1.40705
O 1.30604 -4.07260 0.51450
H 1.63129 -1.84181 1.61166
H 0.84371 -2.71240 2.90075
H -0.14821 -1.55202 1.94010
H -0.65040 -3.84595 1.07280
H 0.18072 -1.45199 -0.53249
H -1.16862 -2.65897 -0.76053
C 1.96941 2.16231 -2.94501
C 2.78959 1.05230 -2.32875
C 2.24849 -0.35976 -2.51473
O 3.21135 -1.04053 -3.31934
C 4.24097 -0.22583 -3.58541
O 5.17964 -0.48111 -4.27792
O 4.07963 0.97202 -2.99469
H 1.72204 2.01713 -3.99902
H 2.42851 3.15144 -2.93894
H 1.04455 2.23307 -2.36570
H 3.01440 1.30709 -1.29624
H 1.27638 -0.29186 -3.00207
H 2.26733 -0.89089 -1.56278
C -2.60779 -3.17809 4.67515
C -3.20535 -1.85172 4.30484
C -2.97243 -0.77003 5.40054
O -2.78679 0.42490 4.68238
C -2.43449 0.10363 3.42940
O -2.13296 0.90340 2.58827
O -2.52852 -1.19271 3.19778
H -2.66781 -3.81524 3.78824
H -3.15975 -3.64097 5.49181
H -1.55479 -3.15721 4.95247
H -4.26218 -1.88488 4.03806
H -2.09122 -1.03622 5.98281
H -3.88183 -0.82290 5.99886
C 4.48327 -1.92866 0.09278
C 5.27269 -0.90266 0.86577
C 5.03143 0.57473 0.71246
O 5.17903 1.05849 2.05403
C 5.12948 0.04889 2.93994
O 5.14410 0.16223 4.11731
O 5.02527 -1.13763 2.26161
H 4.74564 -1.93658 -0.96919
H 3.40031 -1.82740 0.16145
H 4.79265 -2.90939 0.45323
H 6.33013 -1.12498 0.68005
H 3.99973 0.81896 0.44699
H 5.71060 1.08000 0.03118
C -4.27430 -0.71432 -4.14437
C -3.21539 0.32622 -3.89730
C -1.95086 -0.12899 -3.15142
O -0.90881 0.30593 -4.00870
C -1.38206 0.92292 -5.09372
O -0.67962 1.34174 -5.95680
O -2.73462 0.89318 -5.11780
H -3.84423 -1.70181 -4.33932
H -4.91338 -0.50792 -5.00354
H -4.97245 -0.81773 -3.30974
H -3.65115 1.18056 -3.36986
H -1.95914 -1.21058 -2.98946
H -1.84895 0.30453 -2.16001
C -6.80672 -2.56150 0.22457
C -5.34922 -2.19663 0.41986
C -4.43970 -2.51618 -0.79219
O -3.50020 -1.46725 -0.69976
C -4.03210 -0.41486 -0.06484
O -3.51590 0.64428 0.08400
O -5.21499 -0.76109 0.47371
H -7.23183 -2.09954 -0.66436
H -7.40525 -2.26831 1.08535
H -6.85653 -3.64721 0.11777
H -4.94954 -2.55855 1.36932
H -5.03625 -2.43889 -1.70343
H -4.01030 -3.51173 -0.72592

Atomic partial charges in e from the Mulliken method, atoms 1 to 5: atom 1 (Ca): 1.694, atom 2 (N): 1.201, atom 3 (O): -0.581, atom 4 (O): -0.799, atom 5 (O): -0.615